The following is a DFT calculation (wB97M-V/def2-TZVPD) of a molecular structure, C38H34N5O9P2RuSi.

Output
* 2S+1: 6
* expectation value of S²: 8.76

The geometry in XYZ format:
```
90
Properties=species:S:1:pos:R:3:forces:R:3:mulliken_spin:R:1
Ru -0.125411 0.339979 0.234087 -0.55 -0.43 -0.13 3.9227
O 0.329953 4.539849 0.840985 0.74 1.22 -0.30 0.0208
C 0.078847 3.376405 0.793635 -1.42 -1.62 0.49 -0.0354
N 0.588960 2.357885 0.015595 0.41 1.02 -0.08 0.0654
C 1.571612 2.671259 -0.904793 0.55 -0.35 0.20 0.0103
O 1.921178 3.746329 -1.327653 -0.35 0.51 0.03 0.0284
C 2.354946 1.464019 -1.366175 -0.84 -0.60 0.70 0.0161
C 3.508378 1.618769 -2.100932 0.28 -0.10 -0.31 0.0036
C 4.215591 0.489658 -2.495984 -1.10 -0.83 1.00 0.0010
C 3.708065 -0.751964 -2.074071 1.01 0.06 -0.74 0.0181
C 2.544927 -0.801401 -1.343572 -0.19 -0.58 0.03 0.0245
N 1.872344 0.266361 -0.971248 0.56 1.39 -0.59 0.0754
C -1.018255 2.871275 1.763297 0.10 0.33 -0.50 0.0683
C -1.696433 3.823604 2.520461 -0.49 -1.60 0.25 0.0037
C -2.666567 3.371441 3.410867 0.89 0.15 -0.59 0.0042
C -2.880020 2.010511 3.531464 -0.54 0.26 0.66 0.0032
C -2.182079 1.141092 2.740859 0.22 0.28 -1.06 0.0533
N -1.310455 1.565654 1.810414 0.57 0.54 0.49 0.0263
H 3.819444 2.623768 -2.333951 0.03 0.10 -0.11 0.0013
H 5.112319 0.540396 -3.071742 0.44 0.12 -0.26 -0.0004
H 4.215475 -1.696541 -2.312674 -0.25 0.55 0.05 0.0015
H 2.110589 -1.739531 -1.059171 0.04 -0.44 0.18 -0.0298
H -1.499633 4.847994 2.378019 0.39 0.96 -0.11 0.0018
H -3.187540 4.092673 4.000448 -0.45 0.21 0.34 0.0003
H -3.616908 1.631209 4.228810 0.09 -0.05 -0.02 0.0006
H -2.347293 0.094302 2.723829 -0.21 -0.63 0.26 -0.0090
C -0.132441 -3.665868 0.194931 -0.49 0.24 0.58 0.0141
C 0.072687 -3.408974 1.702342 0.30 0.13 -0.37 0.0060
O 0.278354 -4.623871 2.430713 0.00 -0.61 0.15 0.0012
P -1.459738 -2.642589 2.399771 0.66 -1.71 1.25 0.0261
O -2.479356 -3.879555 2.575956 0.25 0.59 -0.35 -0.0006
O -1.042599 -2.308517 3.897617 -0.36 0.06 -0.22 -0.0017
O -2.044550 -1.539491 1.639864 -0.09 0.15 -0.34 0.0004
P 1.532300 -2.285824 1.959436 -1.20 0.83 -0.80 0.0123
O 1.621642 -2.088680 3.573562 0.73 -0.58 0.03 0.0079
O 2.764116 -2.888729 1.424294 -0.03 0.00 0.06 0.0050
O 0.964717 -0.939715 1.504113 0.55 -0.51 0.15 0.1305
H -1.019872 -4.304544 0.034711 0.48 0.21 -0.03 0.0021
H 0.766798 -4.106113 -0.178748 0.53 -0.68 -0.33 0.0006
H -0.244988 -2.740091 -0.371480 -0.24 0.13 0.14 0.0631
H 1.041535 -5.157257 2.117143 -0.57 0.88 -0.09 -0.0012
H -2.063550 -4.678799 2.938737 0.10 0.31 -0.04 0.0002
H -0.077676 -2.183195 3.990657 0.03 0.06 0.19 0.0009
H 2.380757 -2.632360 3.858617 -0.40 0.25 0.18 -0.0013
N 6.621848 -0.375123 3.089365 0.43 -0.09 0.06 0.0000
C 5.661024 0.012168 3.580204 -0.11 -0.52 0.12 -0.0006
C 4.389578 0.517647 3.989215 0.30 0.50 0.01 -0.0002
C 3.723399 0.259228 5.174689 -0.36 -0.56 0.06 0.0010
C 2.504082 0.905770 5.365493 0.48 -0.53 1.27 -0.0003
C 2.061245 1.800641 4.424771 -0.88 0.35 -0.51 -0.0004
N 2.690830 2.030310 3.283720 0.48 0.44 -0.57 -0.0004
C 3.851180 1.431741 3.087384 -0.59 -0.24 0.49 0.0004
H 4.090063 -0.486603 5.893821 -0.08 0.52 -0.33 0.0001
H 1.965990 0.723929 6.299934 0.01 0.16 -0.45 -0.0001
H 1.132383 2.371528 4.509996 0.16 -0.34 0.37 -0.0003
H 4.416802 1.635584 2.205228 0.04 0.27 -0.65 0.0000
C 1.744580 -1.804401 -5.141597 -0.22 0.62 0.33 0.0200
C 0.886129 -2.596927 -4.383767 -0.35 -0.04 -0.47 -0.0069
C -0.077131 -2.002955 -3.573785 0.41 -0.93 -0.24 0.0286
C -0.122797 -0.641891 -3.388888 -0.33 1.04 -0.11 0.0545
C 0.758932 0.159502 -4.126603 0.72 -0.52 -0.09 0.0327
C 1.687699 -0.406768 -5.024172 -0.96 -0.32 1.20 -0.0134
Si -1.359346 -0.004112 -2.117099 0.48 0.73 0.18 0.0655
C -2.861129 -1.094826 -2.152051 0.06 0.04 -0.41 0.0715
C -3.684602 -1.035470 -3.287056 -0.01 -0.10 0.68 0.0052
C -4.808381 -1.831646 -3.337848 -0.55 -0.63 0.16 0.0063
C -5.116032 -2.716605 -2.291093 0.70 0.42 0.14 -0.0013
C -4.257047 -2.820629 -1.196854 -0.60 0.13 -0.29 0.0141
C -3.137166 -1.999638 -1.134280 0.11 -0.14 -0.15 -0.0721
C -1.831570 1.842811 -2.281646 0.21 -0.14 0.10 0.0841
C -2.850981 2.250970 -1.390381 0.10 -0.95 -0.80 0.0564
C -3.053888 3.567649 -1.065967 -0.42 0.62 0.28 -0.0155
C -2.239030 4.549052 -1.625255 0.25 -0.53 0.12 0.0316
C -1.245343 4.183168 -2.519750 -0.39 -0.50 -0.07 -0.0040
C -1.061955 2.850744 -2.882698 -0.02 -0.07 0.72 0.0352
H 2.442184 -2.255413 -5.820558 0.28 -0.17 -0.17 0.0012
H 0.872344 -3.683049 -4.491347 0.19 0.29 -0.02 -0.0001
H -0.811978 -2.635752 -3.100330 -0.06 -0.16 0.25 0.0023
H 0.773830 1.222025 -3.925698 0.13 -0.09 -0.32 0.0055
H 2.371654 0.250225 -5.526613 0.20 0.03 -0.37 -0.0002
H -3.447829 -0.345023 -4.083807 -0.06 0.04 -0.15 0.0041
H -5.474802 -1.798177 -4.186412 -0.04 0.10 -0.15 -0.0005
H -6.015266 -3.313056 -2.299555 -0.10 -0.04 -0.22 -0.0004
H -4.531357 -3.496318 -0.390291 0.28 0.08 -0.04 0.0001
H -2.447364 -2.049182 -0.305098 -0.31 -0.02 0.04 0.0505
H -3.515248 1.461542 -1.051117 0.00 0.16 0.47 -0.0032
H -3.841690 3.853927 -0.357086 0.30 -0.16 -0.34 -0.0001
H -2.343250 5.563032 -1.302745 -0.03 0.50 0.01 0.0021
H -0.565775 4.893985 -2.929809 0.25 0.61 -0.16 0.0007
H -0.224991 2.635561 -3.535601 -0.26 -0.02 0.00 0.0048
```
Forces are in eV/Å.



The following is a DFT calculation (wB97M-V/def2-TZVPD) of a single C5H8O molecule.

Output
* 2S+1: 1

The geometry in XYZ format:
```
14
Properties=species:S:1:pos:R:3:forces:R:3:mulliken_charge:R:1
O 1.245466 0.789644 1.553925 -0.07 -0.07 0.18 -0.5460
C 0.551996 0.216665 0.498439 -1.00 0.04 0.21 0.4572
C 0.687629 0.766005 -0.911422 0.07 -0.05 0.13 -0.8633
C -0.638646 0.749540 -0.203009 -0.53 0.80 -0.15 -0.1101
C -1.305581 -0.607537 -0.359019 0.04 0.27 -0.10 -0.6217
C -0.128811 -1.258642 0.419803 1.24 2.14 0.99 -0.6949
H 2.202351 0.696505 1.427189 -0.45 -0.07 -0.12 0.3386
H 1.116861 1.764268 -0.992827 0.11 -0.32 0.24 0.2876
H 0.871783 0.135331 -1.786992 -0.18 0.03 0.31 0.2225
H -1.122543 1.642668 0.138951 -0.34 0.49 -0.43 0.3958
H -2.243876 -0.655403 0.208635 0.37 -0.21 0.00 0.2568
H -1.537717 -0.894220 -1.391521 0.30 -0.10 0.20 0.2598
H -0.470621 -1.677219 1.368429 0.59 0.03 -0.16 0.2565
H 0.844017 -1.503250 0.071652 -0.15 -2.99 -1.31 0.3613
```
Forces are in eV/Å.



The following is a DFT calculation (wB97M-V/def2-TZVPD) of a molecular structure, C3H2Cl2O.

Output
* 2S+1: 1

The geometry in XYZ format:
```
8
Properties=species:S:1:pos:R:3:forces:R:3:mulliken_charge:R:1
C -0.411221 -0.462824 0.786193 0.05 0.30 -3.24 -0.3407
C -1.359584 0.063276 -0.029094 0.67 1.25 0.09 0.0058
C 0.472256 -0.282388 -0.437808 -0.04 -0.48 0.76 0.1744
O -0.545966 0.272522 -1.193053 0.53 -0.28 0.69 -0.2832
Cl 1.744599 -1.124090 -1.203232 -0.79 0.45 0.53 -0.0665
Cl 2.826024 1.924439 0.429370 -0.56 -0.39 -0.11 -0.2037
H -0.466884 -1.052682 1.649960 0.48 -0.25 1.11 0.3728
H -2.259222 0.661747 -0.002335 -0.35 -0.60 0.16 0.3411
```
Forces are in eV/Å.



The following is a DFT calculation (wB97M-V/def2-TZVPD) of a molecular structure, C30H40N5O5SSi2Ti.

Output
* 2S+1: 3
* charge: -1
* expectation value of S²: 2.01

The geometry in XYZ format:
```
84
Properties=species:S:1:pos:R:3:forces:R:3:mulliken_spin:R:1
Ti -0.282922 -0.126903 0.449148 -0.41 0.44 0.68 0.9736
O 0.901864 1.266134 -1.042543 -0.14 -0.19 0.30 -0.0031
C 2.319835 1.194206 -0.814481 0.04 0.08 -0.10 -0.0045
C 2.710284 -0.166623 -0.277195 0.07 -0.03 0.04 0.0098
N 1.865751 -0.624057 0.838784 -0.05 0.04 -0.04 -0.0297
C 1.947111 -2.081617 0.995162 0.13 -0.10 -0.01 0.0082
C 0.673630 -2.651006 1.612815 -0.05 -0.11 0.13 0.0093
O 0.698445 -3.702225 2.226430 0.07 0.09 -0.08 0.0060
O -0.374027 -1.935201 1.370165 0.07 -0.07 0.01 -0.0034
C 2.167110 0.048698 2.109478 0.10 -0.02 0.06 0.0186
C 1.603996 1.467986 2.133314 0.00 0.14 0.03 -0.0053
O 2.144518 2.347025 2.780038 0.00 -0.11 -0.02 0.0007
O 0.529911 1.590425 1.421666 -0.04 -0.17 -0.06 -0.0126
H 0.581781 1.881348 -0.351578 0.10 0.26 -0.21 0.0019
H 2.619058 2.013566 -0.158493 0.00 -0.03 0.02 -0.0014
H 2.813696 1.328932 -1.778831 0.02 0.01 0.00 0.0004
H 3.770824 -0.165338 0.012044 -0.02 0.01 -0.02 0.0020
H 2.564281 -0.871634 -1.091003 -0.01 -0.05 -0.08 -0.0026
H 2.828687 -2.383159 1.569325 -0.03 -0.01 -0.01 -0.0018
H 2.017870 -2.518797 0.001712 -0.03 -0.08 -0.03 -0.0021
H 3.243286 0.057351 2.311027 -0.02 0.01 0.01 0.0019
H 1.664310 -0.503640 2.908829 0.03 0.02 0.01 0.0009
N -3.328095 1.484612 3.243362 0.14 -0.01 -0.07 0.0188
C -2.634902 1.692239 4.450576 0.03 -0.09 0.04 0.0086
C -2.951766 2.744976 5.299038 0.00 -0.03 -0.05 -0.0028
C -2.271567 2.899164 6.497178 0.01 0.02 0.03 0.0018
C -1.247648 2.026788 6.836985 -0.01 0.02 0.00 0.0053
C -0.911739 0.992722 5.975232 0.01 -0.04 -0.05 0.0037
C -1.618284 0.801511 4.795757 -0.03 0.07 0.08 -0.0006
S -1.317421 -0.564359 3.728158 -0.03 0.06 0.02 0.0185
N -1.614979 0.190367 2.237550 0.20 -0.24 -0.48 0.1718
C -2.572747 1.073752 2.131764 -0.05 0.09 -0.03 0.0306
C -2.789343 1.622897 0.839169 -0.03 -0.09 0.24 0.2840
C -3.826198 2.516836 0.497823 -0.05 0.08 -0.05 -0.0069
C -3.972759 2.944023 -0.790771 0.07 -0.07 0.04 0.1086
C -3.061277 2.470465 -1.770044 -0.01 0.02 -0.01 0.1475
C -2.080492 1.600515 -1.383298 0.06 -0.05 0.04 0.0016
N -1.909026 1.156201 -0.118029 -0.01 0.12 -0.32 0.1953
H -3.960096 2.237980 3.030676 -0.07 0.01 -0.02 -0.0052
H -3.736856 3.438790 5.019146 0.00 0.01 0.00 0.0005
H -2.533559 3.716790 7.156547 0.01 0.00 0.00 0.0003
H -0.697165 2.160123 7.758790 -0.01 0.00 0.01 0.0006
H -0.097012 0.320875 6.214993 0.00 -0.01 0.00 0.0001
H -4.527731 2.856443 1.249882 0.01 0.01 0.01 0.0182
H -4.774116 3.621641 -1.053981 0.01 0.01 -0.02 0.0118
H -3.125139 2.774437 -2.804935 -0.02 0.00 0.00 0.0077
H -1.368205 1.215287 -2.101233 -0.01 0.01 -0.06 -0.0333
C 0.853569 -4.234716 -2.031817 0.05 0.01 -0.02 0.0005
Si 1.930695 -2.978129 -2.937617 -0.03 0.09 0.02 0.0018
C 2.252695 -3.742869 -4.643858 0.07 -0.03 0.06 0.0001
C 3.675336 -3.064869 -2.162288 -0.02 0.00 0.01 -0.0002
C 1.103734 -1.353548 -3.148528 -0.06 0.23 0.00 -0.0005
C -0.252330 -1.231378 -2.720381 -0.07 0.02 -0.13 0.0349
C -1.316803 -0.994504 -3.654845 0.18 -0.01 0.03 0.0012
C -2.623466 -1.204395 -3.331223 -0.08 -0.02 0.09 0.0108
C -2.951878 -1.631880 -2.033279 -0.01 0.01 -0.03 0.0161
C -1.929654 -1.686064 -1.127431 0.13 0.05 -0.01 0.0010
N -0.632140 -1.393940 -1.404469 -0.04 -0.22 -0.04 -0.0103
Si 1.656367 -0.287659 -4.551038 -0.10 -0.17 0.06 0.0009
C 3.543072 -0.058892 -4.504969 0.01 -0.02 0.03 0.0010
C 1.284453 -0.889519 -6.321438 0.09 0.08 0.02 0.0004
C 0.912595 1.456173 -4.468301 0.07 -0.07 -0.08 -0.0012
H 1.460285 -5.090153 -1.721907 -0.01 -0.02 -0.01 0.0001
H 0.081777 -4.604370 -2.712035 -0.03 0.01 -0.02 0.0008
H 0.343307 -3.844177 -1.151875 0.05 0.05 0.04 0.0015
H 2.585034 -4.778035 -4.521037 0.01 -0.02 -0.02 0.0000
H 3.037031 -3.210589 -5.190079 -0.01 0.01 0.01 -0.0001
H 1.351886 -3.740222 -5.259293 -0.03 0.00 -0.01 0.0002
H 4.154958 -3.969261 -2.549364 0.02 0.00 0.01 0.0000
H 3.687031 -3.146843 -1.075119 -0.03 0.02 0.04 0.0001
H 4.313411 -2.219730 -2.431906 -0.04 -0.04 0.00 0.0000
H -1.054590 -0.752924 -4.673886 0.05 0.03 -0.07 -0.0003
H -3.395029 -1.075523 -4.081705 0.00 -0.01 0.00 0.0013
H -3.962925 -1.865628 -1.733536 -0.01 0.00 -0.02 -0.0020
H -2.129484 -1.944614 -0.090661 -0.01 0.00 0.01 -0.0131
H 4.031405 -0.705852 -3.774686 -0.04 0.02 -0.05 -0.0004
H 3.790387 0.972578 -4.242547 0.02 0.03 0.02 0.0000
H 3.993106 -0.262194 -5.479687 0.00 0.01 -0.02 0.0000
H 1.937566 -1.712133 -6.621181 -0.01 0.03 0.04 -0.0001
H 1.440807 -0.066653 -7.026974 0.00 0.00 -0.02 0.0000
H 0.256266 -1.235367 -6.435336 -0.06 0.00 0.00 -0.0001
H 0.836507 1.815135 -3.441802 0.00 -0.01 0.06 0.0017
H -0.079148 1.515573 -4.920448 -0.05 -0.04 0.02 0.0000
H 1.559586 2.143025 -5.023800 -0.02 -0.01 -0.01 0.0001
```
Forces are in eV/Å.



We obtain F_max values of 0.043; 0.064; 0.063; 0.018 Eh/bohr for the records listed above, in that order.
We obtain relative energy (zero: lowest compared OMol25 entry of this formula, charge and spin) values of 0.000; 3.195; 4.996; 0.850 eV for the records listed above, in that order.